Entry 1:
C31H28N6OPS5Se2W | ωB97M-V/def2-TZVPD

Geometry (Å):
W (-0.34138, -1.41048, 1.81436)
S (-2.54995, -0.93282, 2.95907)
C (-3.75992, -1.37152, 1.78277)
C (-5.06631, -0.88038, 1.85614)
C (-6.02591, -1.27094, 0.93716)
C (-5.69976, -2.16376, -0.08252)
C (-4.40693, -2.65782, -0.16829)
C (-3.44084, -2.26832, 0.75401)
S (-1.80652, -2.92938, 0.64029)
H (-5.31538, -0.17644, 2.64049)
H (-7.03177, -0.87557, 1.01216)
H (-6.44846, -2.47394, -0.80115)
H (-4.13415, -3.35619, -0.95142)
Se (1.27261, -3.51096, 0.98981)
P (2.20104, -1.77085, 1.87810)
Se (-0.02367, -2.18850, 3.98897)
C (3.42313, -0.97588, 0.77836)
C (4.17481, -1.69394, -0.14381)
C (5.05212, -1.03324, -0.99287)
C (5.17889, 0.34788, -0.92966)
C (4.42892, 1.06983, -0.00959)
C (3.55545, 0.41032, 0.84262)
C (3.16555, -2.14007, 3.36921)
C (3.82617, -1.08062, 3.98754)
C (4.55695, -1.29222, 5.14595)
C (4.63788, -2.56637, 5.68981)
C (3.98151, -3.62292, 5.07501)
C (3.24284, -3.41287, 3.92098)
H (4.05344, -2.76794, -0.21471)
H (5.63005, -1.59867, -1.71295)
H (5.85515, 0.86297, -1.60007)
H (4.51358, 2.14870, 0.03515)
H (2.93749, 0.96895, 1.53496)
H (3.75937, -0.08294, 3.57072)
H (5.05900, -0.46124, 5.62431)
H (5.20839, -2.73461, 6.59455)
H (4.03435, -4.61695, 5.50047)
H (2.70931, -4.22856, 3.45011)
S (-1.70351, 0.22077, 0.27111)
C (-0.64174, 1.56848, 0.10665)
C (-0.67596, 2.35555, -1.03583)
C (0.15723, 3.45297, -1.19374)
C (0.07133, 4.18365, -2.42709)
N (-0.01666, 4.70381, -3.45028)
C (1.05919, 3.78301, -0.17231)
C (1.10447, 2.99073, 0.97535)
C (0.27383, 1.88652, 1.12996)
S (0.33751, 0.89518, 2.56773)
C (1.95768, 4.89264, -0.30348)
N (2.69484, 5.77058, -0.40450)
H (-1.33257, 2.07214, -1.84327)
H (1.81083, 3.23941, 1.75773)
S (-0.99893, -0.12376, -4.77222)
C (-2.22561, 0.74403, -3.98188)
N (-3.11641, 0.13941, -3.18393)
C (-4.14551, 0.83663, -2.42255)
C (-4.59375, 2.05186, -3.21791)
C (-3.37886, 2.90216, -3.54620)
N (-2.35614, 2.06791, -4.16584)
H (-2.90876, -0.82079, -2.96620)
H (-3.76308, 1.12490, -1.43974)
H (-4.97241, 0.14554, -2.26174)
H (-5.30805, 2.63578, -2.63845)
H (-5.08292, 1.72768, -4.13956)
H (-2.99526, 3.36452, -2.63190)
H (-3.62432, 3.70723, -4.23794)
H (-1.64136, 2.50190, -4.72645)
N (-0.08007, -1.66775, -1.95928)
C (0.74518, -0.81838, -1.33000)
N (1.49300, 0.01645, -2.08058)
O (0.86347, -0.74859, -0.08262)
H (-0.35144, -1.44164, -2.91179)
H (-0.77229, -2.10851, -1.35982)
H (1.49132, -0.03984, -3.08414)
H (2.21867, 0.52614, -1.60335)

Properties
Spin multiplicity: 1
Kohn-Sham gap (alpha / beta): 5.998 / 5.997 eV
E_tot: -8804.4408 Ha
Net charge: -1
Energy above the lowest of the compared OMol25 structures with the same formula, charge and spin: 0.00 kJ/mol

Results of the Mulliken charge analysis, in e, for atoms 1 through 4: number 1, W, carries -0.576; number 2, S, carries -0.151; number 3, C, carries 0.345; number 4, C, carries -0.588


Entry 2:
C3H4N2O | ωB97M-V/def2-TZVPD

Geometry (Å):
C (-1.41973, -0.17470, 0.09723)
C (0.07243, -0.20206, 0.16247)
N (0.79932, -1.03987, 0.84626)
O (2.09358, -0.69397, 0.60838)
N (2.18307, 0.36503, -0.22632)
C (0.95771, 0.68569, -0.51447)
H (-1.77911, 0.80176, 0.43793)
H (-1.89026, -0.95114, 0.70385)
H (-1.73963, -0.30144, -0.94253)
H (0.72262, 1.51070, -1.17280)

Properties
Spin multiplicity: 1
SMILES string: Cc1cnon1
Kohn-Sham gap: 11.891 eV
E_tot: -301.3891 Ha
Net charge: 0
Energy above the lowest of the compared OMol25 structures with the same formula, charge and spin: 257.73 kJ/mol

Results of the Mulliken charge analysis, in e, for atoms 1 through 4: number 1, C, carries -1.050; number 2, C, carries 0.685; number 3, N, carries -0.387; number 4, O, carries -0.035


Entry 3:
C3H11O4S | ωB97M-V/def2-TZVPD

Geometry (Å):
O (-1.55630, -0.13697, 2.08206)
C (-0.79637, 0.94496, 1.53332)
C (-0.27642, 1.11991, 0.18191)
C (0.56235, 2.23135, -0.31933)
S (2.33759, 1.87447, 0.10670)
H (-1.05032, 1.75874, 2.24109)
H (-0.51915, 0.34154, -0.54019)
H (0.27652, 0.52891, 1.24942)
H (0.45956, 3.23360, 0.10294)
H (0.43397, 2.28939, -1.39769)
H (-0.90243, -1.76300, -1.45728)
H (-0.13261, -1.62145, -2.66234)
O (-1.08216, -1.73989, -2.47450)
H (-0.96346, -2.94731, 0.22482)
H (-1.16988, -0.89362, 1.55642)
O (-0.56359, -2.09336, 0.55207)
H (1.99692, -0.30127, -0.39219)
H (1.10447, -1.59097, 0.00967)
O (1.84130, -1.23502, -0.59687)

Properties
Spin multiplicity: 1
Kohn-Sham gap: 6.867 eV
E_tot: -819.9659 Ha
Net charge: -1
Energy above the lowest of the compared OMol25 structures with the same formula, charge and spin: 397.30 kJ/mol

Results of the Mulliken charge analysis, in e, for atoms 1 through 4: number 1, O, carries -0.505; number 2, C, carries -0.021; number 3, C, carries -0.207; number 4, C, carries -0.672


Entry 4:
C4H15AlN2O5P | ωB97M-V/def2-TZVPD

Geometry (Å):
C (4.22054, -1.09395, 1.39827)
C (2.64072, -0.60315, 1.64478)
O (2.51920, 0.78782, 1.09443)
C (1.72362, -1.55378, 0.65905)
Al (-0.05850, -2.16639, 1.46892)
P (-1.63543, -0.47595, 1.15122)
N (-0.91386, 0.88131, 0.60328)
O (-2.78908, -0.93241, -0.11746)
O (-2.43037, -0.09712, 2.65357)
H (4.97696, -0.56754, 2.12127)
H (4.45579, -0.83716, 0.26570)
H (4.28066, -2.28228, 1.47504)
H (2.32284, -0.66416, 2.78048)
H (2.77243, 0.75007, 0.11417)
H (1.49632, -1.01016, -0.36810)
H (2.37002, -2.51632, 0.43451)
H (0.03062, -2.71506, 2.95315)
H (-0.56738, -3.40895, 0.57554)
H (-1.29952, 1.16014, -0.33106)
H (-2.34794, -0.75079, -1.01798)
H (-2.80846, 0.83003, 2.55042)
C (-2.95477, 2.50217, -3.76272)
N (-2.39308, 2.42463, -2.38722)
O (-1.90512, 3.45846, -1.91596)
O (-2.45800, 1.32813, -1.81937)
H (-2.83025, 3.52004, -4.13833)
H (-2.40494, 1.79204, -4.38381)
H (-4.01304, 2.24033, -3.70178)

Properties
Spin multiplicity: 1
Kohn-Sham gap: 6.147 eV
E_tot: -1230.7975 Ha
Net charge: -1

Results of the Mulliken charge analysis, in e, for atoms 1 through 4: number 1, C, carries -0.934; number 2, C, carries 0.019; number 3, O, carries -0.539; number 4, C, carries -0.484


What did the second record say?
C3H4N2O | ωB97M-V/def2-TZVPD

Geometry (Å):
C (-1.41973, -0.17470, 0.09723)
C (0.07243, -0.20206, 0.16247)
N (0.79932, -1.03987, 0.84626)
O (2.09358, -0.69397, 0.60838)
N (2.18307, 0.36503, -0.22632)
C (0.95771, 0.68569, -0.51447)
H (-1.77911, 0.80176, 0.43793)
H (-1.89026, -0.95114, 0.70385)
H (-1.73963, -0.30144, -0.94253)
H (0.72262, 1.51070, -1.17280)

Properties
Spin multiplicity: 1
SMILES string: Cc1cnon1
Kohn-Sham gap: 11.891 eV
E_tot: -301.3891 Ha
Net charge: 0
Energy above the lowest of the compared OMol25 structures with the same formula, charge and spin: 257.73 kJ/mol

Results of the Mulliken charge analysis, in e, for atoms 1 through 4: number 1, C, carries -1.050; number 2, C, carries 0.685; number 3, N, carries -0.387; number 4, O, carries -0.035